1 | This record from OMol25 describes a single CH5N3OS molecule. The level of theory is ωB97M-V/def2-TZVPD.

Each line ends with the Mulliken charge.
Atoms and positions in Å:
H -0.819 2.502 -0.300  0.194
N -0.061 1.781 -0.193  -0.627
C -0.492 0.622 0.138  0.492
N -1.837 0.109 0.319  -0.200
O -2.007 -1.164 -0.226  -0.424
N 0.408 -0.468 0.260  -0.397
S 1.987 -0.354 -0.120  -0.153
H -2.507 0.869 -0.024  0.285
H -1.332 -1.005 -1.032  0.377
H -0.075 -1.360 0.605  0.339
H 2.367 0.286 0.947  0.114

Output
SMILES: [H]/N=C(\NO)NS
Total charge: 0
M: 107.1 u
HOMO-LUMO gap: 9.842 eV



2 | This record from OMol25 describes a single CH5N3OS molecule. The level of theory is ωB97M-V/def2-TZVPD.

Each line ends with the Mulliken charge.
Atoms and positions in Å:
N 1.715 1.208 -0.134  -0.785
N 0.263 1.082 0.076  -0.136
C -0.388 -0.103 -0.008  0.241
S -2.044 0.061 0.023  -0.419
N 0.355 -1.188 -0.275  -0.096
O 1.613 -1.380 0.202  -0.430
H 2.100 1.452 0.933  0.304
H 1.948 2.215 -0.759  0.327
H -0.179 2.034 0.331  0.243
H -0.181 -2.100 -0.039  0.295
H 2.106 -0.636 -0.071  0.457

Output
SMILES: NNC(=S)NO
Total charge: 0
M: 107.1 u
HOMO-LUMO gap: 8.438 eV



Most stable: 1



1 | This record from OMol25 describes a 2-piece molecular cluster, C4H9NO overall. The level of theory is ωB97M-V/def2-TZVPD.

Each line ends with the Mulliken charge.
Atoms and positions in Å:
C 1.394 -0.849 -2.952  -0.624
C -0.065 -2.443 -3.780  -0.237
N 0.943 -1.730 -4.050  -0.403
H 2.449 -1.073 -2.843  0.222
H 1.218 0.180 -3.222  0.234
H 0.816 -0.997 -2.041  0.312
H -0.214 -3.251 -4.499  0.243
H -0.755 -2.396 -2.936  0.251
O 0.625 0.811 4.432  -0.742
C -0.525 1.396 4.474  -0.354
C -1.125 1.999 3.246  -0.747
H -1.053 1.624 5.417  0.278
H -2.110 2.439 3.437  0.260
H -0.553 2.935 2.951  0.167
H -1.044 1.356 2.364  0.141

Output
Total charge: -1
M: 87.1 u
Multiplicity: 2
HOMO-LUMO gap (spin up / spin down): 2.200 / 5.676 eV



2 | This record from OMol25 describes a 2-piece molecular cluster, C4H9NO overall. The level of theory is ωB97M-V/def2-TZVPD.

Each line ends with the Mulliken charge.
Atoms and positions in Å:
N -1.601 -0.346 -0.995  -0.725
C -0.473 -0.559 -0.182  0.785
C 0.785 -0.626 -0.748  -1.650
C -0.164 -0.522 2.280  -0.951
C -0.812 -0.987 1.150  -0.556
H -1.454 -0.171 -1.983  0.210
H -2.437 0.081 -0.619  0.285
H 1.478 -1.177 -0.145  0.328
H 0.968 -0.189 -1.723  0.438
H -0.252 -0.804 3.323  0.313
H 0.763 0.027 2.140  0.273
H -1.688 -1.629 1.147  0.366
H 2.268 2.992 -1.022  0.332
H 2.069 1.489 -0.572  0.363
O 1.685 2.221 -1.075  -0.810

Output
Total charge: -1
M: 87.1 u
Multiplicity: 2
HOMO-LUMO gap (spin up / spin down): 3.295 / 6.533 eV



Most stable: 2



1 | This record from OMol25 describes an isolated ion of composition C4H7O2 and charge +1. The level of theory is ωB97M-V/def2-TZVPD.

Each line ends with the Mulliken charge.
Atoms and positions in Å:
C -1.810 -0.691 0.059  0.159
C -0.573 -0.890 -0.476  -0.465
C -0.127 1.339 -0.187  -0.032
C 1.674 -0.180 0.291  -0.590
O -2.389 0.359 0.321  -0.426
O 0.306 0.127 -0.148  -0.055
H -2.373 -1.556 0.123  0.407
H -0.344 -1.838 -0.776  0.497
H -0.769 1.909 -0.857  0.313
H 0.537 2.008 0.399  0.206
H 2.366 0.231 -0.559  0.306
H 1.819 0.425 1.176  0.346
H 1.684 -1.244 0.634  0.333

Output
Total charge: +1
M: 87.1 u
HOMO-LUMO gap (spin up / spin down): 8.781 / 7.351 eV



2 | This record from OMol25 describes an isolated ion of composition C4H7O2 and charge +1. The level of theory is ωB97M-V/def2-TZVPD.

Each line ends with the Mulliken charge.
Atoms and positions in Å:
C -1.006 -0.604 -0.212  0.722
C 1.531 -0.577 0.961  -0.253
C 1.725 -0.074 -0.447  -0.265
C -1.962 0.443 0.054  -0.962
O -1.003 -1.652 -0.702  -0.273
O 0.447 0.095 0.317  -0.149
H 1.366 -1.505 1.303  0.281
H 1.995 -0.132 1.836  0.255
H 2.287 0.806 -0.559  0.248
H 1.576 -0.663 -1.237  0.324
H -2.812 -0.037 0.305  0.367
H -1.636 1.095 0.812  0.368
H -2.126 1.041 -0.817  0.337

Output
Total charge: +1
M: 87.1 u
HOMO-LUMO gap: 12.808 eV



Most stable: 2



1 | This record from OMol25 describes a single C8H11N molecule. The level of theory is ωB97M-V/def2-TZVPD.

Each line ends with the Mulliken charge.
Atoms and positions in Å:
C 1.829 -0.579 0.852  -1.552
C -1.780 0.439 -0.657  0.757
C -1.964 0.967 0.632  -0.310
C 0.825 0.275 0.084  1.046
C -0.387 -0.533 -0.653  0.027
C -1.222 1.166 1.618  -0.675
C 1.340 1.269 -0.724  -1.115
C -0.655 -1.792 -0.107  -1.165
N -2.490 0.560 -1.694  -0.766
H -2.059 0.121 -2.508  0.289
H -0.165 -0.575 -1.721  0.497
H 1.354 -1.141 1.657  0.332
H 2.587 0.068 1.296  0.476
H 2.327 -1.294 0.195  0.345
H -1.123 1.514 2.627  0.425
H 0.057 0.758 0.983  0.092
H 2.399 1.495 -0.751  0.342
H 0.690 1.869 -1.351  0.324
H -0.744 -1.933 0.961  0.335
H -0.818 -2.654 -0.738  0.296

Output
Total charge: 0
M: 121.2 u
HOMO-LUMO gap (spin up / spin down): 7.599 / 7.327 eV



2 | This record from OMol25 describes a 2-piece molecular cluster, C8H11N overall. The level of theory is ωB97M-V/def2-TZVPD.

Each line ends with the Mulliken charge.
Atoms and positions in Å:
C 1.787 0.093 1.721  -0.250
C 1.120 -0.379 0.679  -0.245
C 0.689 -0.316 -0.701  0.040
C 0.727 1.127 -1.321  -0.682
C 1.658 0.075 -1.742  -0.482
C 1.210 -1.267 1.854  -0.734
H 2.441 0.830 2.174  0.388
H -0.104 -1.015 -0.961  0.492
H 1.156 1.926 -0.777  0.257
H 0.037 1.572 -2.047  0.249
H 1.410 -0.310 -2.853  0.196
H 2.690 0.175 -1.481  0.281
H 1.897 -2.045 1.927  0.252
H 0.390 -1.474 2.528  0.217
C -3.224 0.027 -0.130  -0.962
C -2.219 0.355 0.773  0.543
N -1.292 0.621 1.431  -0.437
H -2.832 -0.813 -0.679  0.251
H -4.175 -0.086 0.346  0.358
H -3.366 0.904 -0.740  0.270

Output
SMILES: C1=C(C2CC2)C1.CC#N
Total charge: 0
M: 121.2 u
HOMO-LUMO gap: 8.839 eV



Most stable: 2



1 | This record from OMol25 describes a single H2NOP molecule. The level of theory is ωB97M-V/def2-TZVPD.

Each line ends with the Mulliken charge.
Atoms and positions in Å:
N -1.004 -1.150 1.487  -0.206
O -1.837 0.883 0.353  -0.526
P -0.602 -0.009 0.447  0.524
H 0.580 0.668 0.155  0.134
H -0.601 -0.945 -0.640  0.074

Output
Total charge: 0
M: 63.0 u
HOMO-LUMO gap (spin up / spin down): 8.024 / 7.851 eV



2 | This record from OMol25 describes a single H2NOP molecule. The level of theory is ωB97M-V/def2-TZVPD.

Each line ends with the Mulliken charge.
Atoms and positions in Å:
N -1.075 1.571 -1.306  -0.213
O 0.003 1.947 0.566  -0.451
P -0.241 0.720 -0.266  0.508
H -0.838 -0.244 0.542  0.078
H 1.001 0.163 -0.585  0.079

Output
Total charge: 0
M: 63.0 u
HOMO-LUMO gap (spin up / spin down): 8.448 / 8.450 eV



Most stable: 2



1 | This record from OMol25 describes a single C2HNO molecule. The level of theory is ωB97M-V/def2-TZVPD.

Each line ends with the Mulliken charge.
Atoms and positions in Å:
N 1.968 -0.153 -0.404  -0.303
C 0.882 0.007 -0.037  0.320
C -0.557 0.083 0.215  -0.001
O -1.064 -0.877 -0.286  -0.320
H -1.229 0.940 0.511  0.304

Output
SMILES: N#CC=O
Total charge: 0
M: 55.0 u
HOMO-LUMO gap: 10.696 eV



2 | This record from OMol25 describes a 2-piece molecular cluster, C2HNO overall. The level of theory is ωB97M-V/def2-TZVPD.

Each line ends with the Mulliken charge.
Atoms and positions in Å:
C -0.661 0.841 1.037  -0.194
C 0.395 -0.579 -0.808  0.306
N -0.833 1.408 2.014  -0.303
O -0.418 -1.298 -1.206  -0.140
H 1.517 -0.371 -1.037  0.332

Output
Total charge: 0
M: 55.0 u
HOMO-LUMO gap: 8.297 eV



Most stable: 1



1 | This record from OMol25 describes a 3-piece molecular cluster, CH8O2S2 overall. The level of theory is ωB97M-V/def2-TZVPD.

Each line ends with the Mulliken charge.
Atoms and positions in Å:
C 1.056 1.370 -0.061  -0.708
S 2.135 -0.150 0.036  -0.069
S 1.405 -1.317 -1.692  -0.184
H 1.069 1.692 -1.103  0.303
H 1.588 2.170 0.617  0.291
H 0.004 1.230 0.116  0.185
H 0.044 -1.180 -1.486  0.159
O -1.867 -0.051 -0.553  -0.616
H -1.888 -0.978 -0.241  0.369
H -2.653 0.400 -0.175  0.270
O -0.500 -1.295 1.242  -0.586
H -0.531 -0.361 1.399  0.298
H 0.138 -1.529 1.902  0.287

Output
SMILES: CSS.O.O
Total charge: 0
M: 116.2 u
HOMO-LUMO gap: 8.747 eV



2 | This record from OMol25 describes a 3-piece molecular cluster, CH8O2S2 overall. The level of theory is ωB97M-V/def2-TZVPD.

Each line ends with the Mulliken charge.
Atoms and positions in Å:
C 1.608 0.042 -1.006  -0.734
S 1.589 -1.719 -0.376  -0.027
S -0.182 -2.618 -0.520  -0.261
H 2.645 0.018 -1.445  0.325
H 1.375 0.762 -0.239  0.141
H 0.963 0.041 -1.891  0.298
H -1.131 -2.295 0.405  0.233
O -0.244 2.159 1.044  -0.639
H 0.142 2.522 0.239  0.341
H -1.167 2.431 0.997  0.309
O -1.797 -0.764 0.929  -0.604
H -1.225 -0.139 0.476  0.342
H -2.576 -0.439 1.388  0.277

Output
SMILES: CSS.O.O
Total charge: 0
M: 116.2 u
HOMO-LUMO gap: 8.656 eV



Most stable: 1



1 | This record from OMol25 describes C4H12N4O as an isolated structure. The level of theory is ωB97M-V/def2-TZVPD.

Each line ends with the Mulliken charge.
Atoms and positions in Å:
C 1.774 0.989 -1.095  -1.089
C 1.292 -0.347 -0.614  0.626
N 1.880 -1.434 -0.878  -0.726
H 1.529 -2.239 -0.366  0.271
H -0.357 -0.197 -1.227  0.101
H 2.555 1.364 -0.434  0.306
H 2.176 0.856 -2.096  0.382
H 0.962 1.714 -1.117  0.246
N 0.412 -0.205 0.721  0.413
C -1.197 -0.018 -0.264  0.621
N 0.627 0.892 1.554  -0.790
N -1.852 -1.276 -0.143  -0.536
C -1.842 1.156 -0.049  -1.203
O 0.257 -1.424 1.425  -0.489
H -0.570 -1.800 1.021  0.403
H 1.403 0.677 2.172  0.244
H -0.211 1.046 2.113  0.255
H -1.831 -1.827 -0.991  0.230
H -2.779 -1.199 0.256  0.217
H -1.308 2.085 0.050  0.275
H -2.921 1.189 -0.036  0.242

Output
Total charge: 0
M: 132.2 u
HOMO-LUMO gap: 7.635 eV



2 | This record from OMol25 describes a 4-piece molecular cluster, C4H12N4O overall. The level of theory is ωB97M-V/def2-TZVPD.

Each line ends with the Mulliken charge.
Atoms and positions in Å:
C -2.522 -0.690 -0.310  -0.231
C -2.441 -0.047 1.023  -0.628
N -2.072 -0.075 -1.382  -0.308
H -2.188 -0.539 -2.272  0.283
H -1.142 0.375 -1.275  0.349
H -3.226 -1.499 -0.472  0.406
H -1.117 -1.894 0.047  0.220
H -1.451 0.395 1.191  0.124
H -2.661 -0.766 1.811  0.313
H -3.192 0.750 1.057  0.316
C 1.174 0.352 0.182  0.923
C 2.677 0.692 0.043  0.232
N 0.583 -0.344 -0.794  -0.769
N 3.270 0.867 1.259  -0.438
N 3.337 0.805 -1.048  -0.809
O 0.588 0.761 1.197  -0.800
H 1.237 -0.708 -1.478  0.089
H -0.424 -1.429 -0.217  -0.009
H 4.180 1.300 1.265  0.279
H 2.648 1.052 2.030  0.237
H 2.741 0.644 -1.855  0.222

Output
Total charge: 0
M: 132.2 u
HOMO-LUMO gap: 8.541 eV



Most stable: 2